ORCA calculation (wB97M-V/def2-TZVPD) on a cluster of 12 separate species, C62H68O19 in total at a distorted geometry.

Geometry (Å):
O1 -5.547256 -5.132717 1.686391
C1 -4.681742 -4.675350 2.409356
C2 -3.285140 -4.774915 2.078114
C3 -2.381190 -4.044198 2.699621
C4 -2.775613 -3.412492 3.981082
O2 -1.927007 -3.143423 4.782673
C5 -4.231300 -3.154530 4.258009
C6 -5.117438 -3.860691 3.564507
H1 -2.973924 -5.523923 1.383791
H2 -1.300145 -4.088419 2.468007
H3 -4.425221 -2.615325 5.174809
H4 -6.187738 -3.831795 3.719316
O3 2.267311 2.451925 4.092677
C7 2.632760 3.491189 3.550013
C8 3.821686 4.246131 3.940841
C9 4.157637 5.305989 3.226360
C10 3.589598 5.490235 1.860139
O4 4.235438 6.105418 1.071938
C11 2.325903 4.827073 1.486171
C12 1.885936 3.888098 2.343812
H5 4.300909 3.951475 4.864127
H6 5.023101 5.906791 3.513371
H7 1.938695 5.088867 0.543041
H8 1.080420 3.216973 2.113782
O5 -1.771422 1.842810 -2.348621
C13 -2.253236 2.660517 -1.609557
C14 -3.590372 3.247380 -2.017177
C15 -3.812104 4.474523 -1.492674
C16 -3.070744 5.018845 -0.387385
O6 -3.543805 5.935612 0.235456
C17 -1.746823 4.420992 0.009025
C18 -1.391573 3.300615 -0.546457
H9 -4.267597 2.754443 -2.733812
H10 -4.742425 5.048362 -1.772225
H11 -1.127163 4.960209 0.674884
H12 -0.515324 2.737318 -0.164980
O7 -1.025087 3.742987 3.645083
C19 -1.816092 2.827442 3.635378
C20 -1.553343 1.570217 4.336242
C21 -2.338495 0.533870 4.336589
C22 -3.621808 0.545269 3.563532
O8 -4.377613 -0.402350 3.529057
C23 -3.897190 1.860250 2.925035
C24 -3.095399 2.901118 2.944690
H13 -0.592380 1.503464 4.845414
H14 -2.127695 -0.477357 4.781020
H15 -4.819799 1.962299 2.350502
H16 -3.269905 3.841083 2.450528
O9 -1.393553 0.467175 -6.858944
C25 -0.426596 0.420144 -6.182522
C26 -0.471914 0.116028 -4.756622
C27 0.495150 0.428895 -3.936334
C28 1.794032 0.944799 -4.516173
O10 2.774151 1.205146 -3.827793
C29 1.959428 1.064979 -5.948902
C30 0.937356 0.758890 -6.713846
H17 -1.348404 -0.321986 -4.423439
H18 0.332797 0.395215 -2.843820
H19 2.965381 1.401885 -6.183626
H20 0.980231 0.630558 -7.800338
O11 0.158509 7.542224 -1.586915
C31 -0.107375 6.571072 -2.241979
C32 -1.318186 6.367267 -3.030945
C33 -1.332245 5.439491 -3.969459
C34 -0.202303 4.513902 -4.253267
O12 -0.276160 3.594939 -5.019498
C35 0.941416 4.562640 -3.261701
C36 0.968594 5.499734 -2.336751
H21 -2.150760 7.035007 -2.942936
H22 -2.150020 5.344135 -4.652383
H23 1.687208 3.805842 -3.429956
H24 1.784986 5.737049 -1.744249
O13 2.775877 -3.780336 -1.505434
C37 2.999101 -2.968881 -2.385741
C38 2.077357 -2.924638 -3.531861
C39 2.350090 -2.340019 -4.667488
C40 3.671332 -1.635268 -4.772939
O14 4.134453 -1.276718 -5.830719
C41 4.520257 -1.442946 -3.530692
C42 4.288753 -2.167841 -2.483601
H25 1.222595 -3.591503 -3.453875
H26 1.730092 -2.390386 -5.498696
H27 5.468094 -0.801985 -3.559217
H28 4.955183 -2.125740 -1.573152
C43 4.747179 1.418150 -1.071093
C44 5.483413 2.627363 -1.636194
C45 4.710109 3.832702 -1.000417
O15 3.433116 3.393667 -0.673907
C46 3.676688 2.095600 -0.139400
H29 5.392081 0.758857 -0.478656
H30 4.192251 0.734581 -1.687544
H31 5.259871 2.584570 -2.742554
H32 6.563349 2.640425 -1.431307
H33 4.656912 4.615680 -1.722383
H34 5.260135 4.209818 -0.160891
H35 2.723949 1.584337 -0.021595
H36 3.988343 2.152855 0.942862
C47 1.933743 -3.432657 3.218916
C48 1.910124 -4.627720 4.194425
C49 2.954324 -4.298418 5.219443
O16 3.008084 -2.851665 5.322002
C50 2.512953 -2.311729 4.089912
H37 0.956267 -3.143862 2.836729
H38 2.647165 -3.715018 2.440190
H39 2.155993 -5.584596 3.635623
H40 0.942768 -4.733334 4.626486
H41 3.940531 -4.653409 4.898006
H42 2.791930 -4.651447 6.240881
H43 3.328319 -1.786835 3.551611
H44 1.832709 -1.510188 4.343423
C51 0.536534 -6.948562 0.428792
C52 -0.690104 -6.716058 -0.489169
C53 -0.798319 -5.213074 -0.518321
O17 -0.031931 -4.728311 0.503963
C54 1.168372 -5.517060 0.502112
H45 1.162465 -7.748907 0.059281
H46 0.161339 -7.163263 1.387530
H47 -1.497577 -7.313206 -0.006369
H48 -0.645638 -7.157585 -1.532327
H49 -1.805179 -4.819713 -0.344153
H50 -0.429118 -4.889869 -1.493687
H51 1.682923 -5.432317 1.471176
H52 1.941316 -5.258419 -0.229574
C55 -0.854951 -1.047523 0.397337
C56 0.259581 -1.536691 -0.534472
C57 1.474873 -0.528574 -0.204278
O18 0.790419 0.626586 0.169142
C58 -0.180417 0.104801 1.116649
H53 -1.200523 -1.796404 1.105129
H54 -1.761803 -0.767805 -0.111747
H55 0.050867 -1.380066 -1.614998
H56 0.533357 -2.564644 -0.420390
H57 2.074326 -0.324334 -1.105461
H58 2.040811 -0.878857 0.612327
H59 -0.835855 0.873053 1.488135
H60 0.347704 -0.228671 2.076730
C59 -4.765793 -1.689924 0.612424
C60 -5.988605 -1.974751 -0.150394
C61 -5.949401 -1.036752 -1.331122
O19 -4.961306 -0.055458 -1.065617
C62 -4.591040 -0.223197 0.322030
H61 -3.933253 -2.186277 0.107317
H62 -4.780358 -2.022990 1.622242
H63 -6.883848 -1.654341 0.441144
H64 -6.076869 -3.026751 -0.328560
H65 -6.971458 -0.635738 -1.506042
H66 -5.695541 -1.569129 -2.291413
H67 -5.249957 0.383219 0.925067
H68 -3.501511 0.098781 0.389334

Force components x, y, z for each atom (eV/Å):
0.1 -0.4 -0.2
-1.9 0.4 -0.1
1.0 -0.6 -0.2
0.9 -0.1 0.7
-0.8 0.8 -0.9
0.9 0.4 1.1
0.8 -1.2 0.4
0.1 0.4 0.1
-0.2 -0.1 -0.8
-0.8 0.0 0.1
-0.2 0.3 -0.2
0.0 0.0 0.1
0.5 0.8 0.2
-0.7 -1.7 -0.3
-0.5 0.1 0.8
0.7 -0.2 0.0
-0.6 -0.2 1.1
0.9 1.3 -1.5
0.5 -0.8 2.2
0.2 0.7 -1.3
0.1 0.0 0.0
-0.3 0.0 -0.3
-0.6 0.0 -0.9
-0.5 0.0 0.0
0.5 -1.1 -0.1
-0.2 0.5 -1.0
0.5 1.3 1.5
-2.6 -1.3 -1.9
1.4 0.4 0.7
-0.2 0.7 0.6
-1.5 1.3 -0.6
0.2 -2.4 0.1
0.8 0.2 0.4
1.2 -0.5 0.4
0.3 0.5 0.9
-0.4 0.3 -0.9
0.2 0.2 -0.1
0.0 0.0 0.3
2.4 0.4 0.9
-1.6 -3.1 -0.4
0.6 0.8 0.8
0.1 0.3 -0.2
-1.8 -0.4 -1.1
0.7 0.6 -0.1
-0.1 0.2 -0.1
0.1 1.3 -0.2
0.1 -0.3 0.3
-0.4 0.2 -0.2
-2.0 -0.1 -1.6
2.8 0.3 1.1
0.0 -0.1 -0.6
1.5 0.9 0.9
0.2 0.3 1.6
-0.6 -0.2 0.5
0.1 0.2 0.3
-0.7 -0.7 -2.0
-1.8 -0.5 0.8
0.5 -0.1 -0.7
-0.2 -0.3 -0.6
0.2 0.6 0.2
-0.5 0.9 0.5
1.5 -1.3 -0.1
-0.1 0.2 -0.2
0.3 -0.2 -1.2
0.4 -0.4 2.9
-0.2 -0.3 -1.3
-0.6 -0.1 -1.3
-1.7 0.9 -1.0
-0.3 0.4 0.4
-0.5 -0.1 -0.2
0.4 -0.1 0.2
1.5 -0.1 1.3
0.3 0.8 0.0
1.2 -0.7 -0.1
-0.9 -1.1 0.7
2.2 1.2 0.7
0.7 0.7 0.0
-0.3 0.0 -0.3
1.4 1.3 -1.9
-0.9 -1.1 3.5
-0.1 0.3 0.3
-0.9 0.0 -1.5
-1.7 -0.9 -0.5
-0.9 -0.3 -1.1
-0.7 -0.1 2.5
-1.2 -0.2 -1.5
1.4 -0.4 -1.3
0.1 -0.8 0.2
-0.2 -0.6 1.2
0.0 0.2 0.1
0.1 0.2 -1.1
0.7 0.5 1.0
-0.4 0.0 -0.2
-0.3 0.8 -0.4
0.2 0.2 0.8
0.0 0.0 -0.6
0.4 0.3 -0.8
0.7 -0.2 0.9
0.1 -1.1 -1.3
0.9 1.0 0.5
-0.5 -0.8 -0.7
1.0 0.8 -0.2
0.1 -0.3 -0.3
-0.3 0.5 -0.3
-0.3 1.0 0.8
-0.8 -0.1 0.5
0.0 0.0 0.0
-0.2 -0.2 -0.2
-0.1 -0.4 0.2
-0.6 0.0 0.1
0.6 1.3 -2.1
-0.4 -2.3 -0.4
-1.7 -0.1 -1.0
2.1 1.0 1.1
0.1 -1.6 1.4
0.4 -0.1 0.1
-0.2 -0.5 1.3
0.0 0.9 -0.4
0.4 0.6 1.2
0.0 -0.1 -0.4
0.0 0.4 -0.2
-0.5 0.3 -0.2
-0.8 0.0 -0.4
0.2 -0.4 0.2
1.2 1.2 -0.8
-2.0 -1.1 -2.1
-1.1 0.5 1.4
1.0 0.1 1.0
0.3 -0.3 0.2
-0.1 0.5 -0.5
-0.3 -0.1 0.7
0.1 -0.6 0.3
0.0 0.0 0.4
1.1 -0.6 1.0
-0.4 0.7 -0.4
-0.3 0.1 -1.3
1.5 0.3 -0.9
-2.3 0.2 0.8
-0.6 -1.0 -2.1
0.0 -0.2 0.7
1.7 0.7 -0.5
0.2 -0.2 0.1
-0.1 0.2 0.9
0.6 -0.5 -0.1
-0.3 -0.5 -0.6
0.7 0.3 0.1
0.0 0.5 0.8
-0.1 0.3 0.4
-1.5 0.0 0.2

The frontier orbital gap comes out at 7.6 eV. For the total energy, the calculation gives -104286.255 eV. The value obtained for the HOMO energy is -9.406 eV. Its LUMO energy is -1.854 eV. For the energy above the lowest of the compared OMol25 structures with the same formula, charge and spin, the calculation gives 0.00 kcal/mol. The strongest force on any atom is 3.7 eV/A. Its multiplicity is 1.

These are the Löwdin partial charges, in e, on atoms 1 to 6: 0.104, -0.407, 0.006, 0.032, -0.390, 0.104